DFT (ωB97M-V with the def2-TZVPD basis set) results for a structure of composition C31H42F10GeN8OPbS.

The geometry in XYZ format:
```
95
Properties=species:S:1:pos:R:3:mulliken_charge:R:1
Pb 12.019 13.120 12.155 0.641
C 12.892 13.716 15.694 -1.293
N 11.909 12.898 14.949 1.491
C 12.289 11.505 15.369 -1.396
C 11.897 10.471 14.357 -0.543
N 12.283 10.875 13.008 -0.029
C 12.423 9.965 12.019 -0.055
C 13.385 10.176 10.973 0.118
F 14.094 11.321 11.003 -0.091
C 13.607 9.282 9.974 -0.090
F 14.453 9.541 8.977 -0.353
C 12.895 8.072 9.919 0.563
F 12.986 7.307 8.837 -0.348
C 11.928 7.793 10.908 -0.012
F 11.144 6.726 10.816 -0.340
C 11.686 8.744 11.865 0.585
F 10.652 8.464 12.738 -0.389
C 10.454 13.151 15.255 -1.208
C 9.674 13.943 14.219 -0.570
N 9.783 13.391 12.833 0.067
C 8.679 13.155 12.095 -0.013
C 7.538 12.381 12.578 0.337
F 7.258 12.380 13.913 -0.354
C 6.580 11.833 11.749 0.310
F 5.521 11.177 12.264 -0.350
C 6.690 11.967 10.356 0.375
F 5.912 11.259 9.546 -0.369
C 7.609 12.895 9.860 0.118
F 7.524 13.271 8.568 -0.360
C 8.484 13.470 10.734 0.132
F 9.015 14.649 10.300 -0.432
H 12.691 13.718 16.790 0.083
H 12.494 15.459 14.530 0.210
H 13.899 13.359 15.551 0.406
H 11.921 11.271 16.365 0.262
H 13.399 11.506 15.393 0.392
H 10.823 10.278 14.399 0.297
H 12.446 9.528 14.627 0.421
H 10.304 13.616 16.252 0.145
H 9.970 12.174 15.324 0.561
H 10.001 14.979 14.182 0.032
H 8.635 13.947 14.540 0.565
C 16.620 16.441 11.914 -1.780
C 16.794 14.927 11.703 2.905
C 16.062 14.344 10.525 -1.702
C 18.275 14.646 11.516 -2.168
C 16.397 14.186 12.950 -1.051
H 16.961 16.979 11.008 0.472
H 17.173 16.767 12.792 0.398
H 15.544 16.543 12.050 0.220
H 16.442 14.808 9.590 0.493
H 14.961 14.568 10.600 0.225
H 16.198 13.253 10.544 0.280
H 18.705 15.140 10.626 0.426
H 18.487 13.582 11.443 0.440
H 18.850 15.073 12.357 0.446
H 16.725 13.138 13.098 0.286
N 13.907 17.115 16.267 -1.177
N 14.077 15.882 15.547 1.407
N 15.112 15.124 16.111 -1.074
C 15.790 14.496 15.149 -0.445
N 15.622 14.728 13.812 0.413
N 12.902 15.136 15.441 -0.058
H 14.453 17.903 15.884 0.240
H 12.923 17.383 16.214 0.297
H 16.522 13.757 15.501 0.505
O 12.141 16.131 12.098 -0.193
S 11.455 17.286 11.517 0.302
C 12.524 18.052 10.212 -0.640
C 13.123 19.292 10.839 -0.509
C 12.173 19.833 11.899 -0.717
C 11.694 18.680 12.743 -0.412
H 11.796 18.341 9.440 0.436
H 13.247 17.321 9.843 0.303
H 13.333 20.040 10.047 0.366
H 14.098 19.061 11.287 0.175
H 11.343 20.378 11.447 0.285
H 12.693 20.603 12.483 0.360
H 10.789 18.893 13.326 0.469
H 12.508 18.339 13.468 -0.062
C 11.044 14.927 7.585 -1.150
Ge 11.763 13.235 8.156 -0.037
C 10.638 12.014 7.173 -1.083
C 13.559 13.095 7.524 -0.899
C 11.618 12.612 9.985 -1.122
H 11.687 15.327 6.767 0.398
H 11.020 15.656 8.397 0.096
H 10.013 14.855 7.247 0.405
H 10.554 12.317 6.086 0.353
H 9.613 11.955 7.586 0.142
H 11.012 10.951 7.252 0.255
H 13.657 13.058 6.428 0.409
H 14.016 12.197 7.922 0.148
H 14.153 13.957 7.904 0.177
H 11.020 11.709 10.103 0.232
```

## Properties
* frontier orbital gap: 0.10272 Eh
* total charge: -2
* largest force on an atom: 4.352 eV Å⁻¹
* HOMO energy: 0.031 Eh
* energy relative to the best compared isomer or geometry (same formula, charge and spin): 0.000 eV

=====

DFT (ωB97M-V with the def2-TZVPD basis set) results for a cluster of 3 separate species, C18H21O9PS in total.

The geometry in XYZ format:
```
50
Properties=species:S:1:pos:R:3:mulliken_charge:R:1
O -2.381 -0.537 4.910 -0.618
C -2.118 -1.389 4.083 0.977
C -1.359 -2.598 4.410 -0.907
C -1.079 -3.500 3.467 0.326
O -0.380 -4.625 3.750 -0.560
C -1.520 -3.312 2.055 0.911
O -1.230 -4.148 1.219 -0.608
C -2.300 -2.115 1.732 -0.749
C -2.583 -1.215 2.676 -0.038
O -3.305 -0.102 2.398 -0.374
H -1.042 -2.722 5.437 0.421
H -0.310 -5.107 2.905 0.352
H -2.630 -1.999 0.708 0.493
H -3.369 0.384 3.243 0.313
O 4.708 0.851 -0.756 -0.594
C 4.957 0.016 -1.606 0.931
C 5.680 -1.222 -1.307 -0.987
C 5.945 -2.103 -2.275 0.396
O 6.610 -3.254 -2.018 -0.564
C 5.522 -1.862 -3.684 0.926
O 5.799 -2.681 -4.541 -0.606
C 4.778 -0.635 -3.979 -0.798
C 4.510 0.244 -3.011 0.354
O 3.821 1.383 -3.263 -0.593
H 5.983 -1.384 -0.282 0.424
H 6.675 -3.712 -2.877 0.349
H 4.462 -0.481 -5.002 0.425
H 3.761 1.845 -2.406 0.329
C 1.413 1.303 -0.258 -0.502
C 1.113 2.690 0.464 -0.590
S 0.259 3.949 -0.580 -0.113
C -1.348 3.289 -1.205 -0.629
P -2.280 2.221 0.089 0.061
C -3.934 1.874 -0.744 -0.722
C -5.133 1.786 0.434 0.453
C -6.652 1.681 -0.172 -0.452
O -6.044 2.957 0.504 -0.432
H 0.537 0.588 -0.114 0.105
H 2.346 0.824 0.173 0.254
H 1.561 1.383 -1.375 0.138
H 2.108 3.120 0.794 0.326
H 0.504 2.459 1.397 0.343
H -1.175 2.615 -2.097 0.348
H -2.044 4.151 -1.441 0.338
H -1.492 1.024 0.165 -0.097
H -4.003 0.919 -1.333 0.355
H -4.260 2.803 -1.289 0.288
H -4.897 1.185 1.404 0.071
H -7.439 1.182 0.448 0.269
H -6.746 1.976 -1.250 0.256
```

## Properties
* frontier orbital gap: 0.24507 Eh
* SMILES: O=C1C=C(O)C(=O)C=C1O.O=C1C=C(O)C(=O)C=C1O.CCSCPC[C@@H]1CO1
* largest force on an atom: 4.688 eV Å⁻¹
* HOMO energy: -0.309 Eh